Entry A
Here is a gas-phase ion, C4H8NO (charge +1) from the OMol25 dataset. Energies are from ωB97M-V with the def2-TZVPD basis set.

E_LUMO (alpha / beta) (eV): -4.06 / -3.87
Gap between HOMO and LUMO (alpha / beta) (Ha): 0.3175 / 0.3283

ORCA input file:
```
! RIJCOSX wB97M-V def2-TZVPD def2/J DEFGRID3
* xyz 1 1
C -0.2521 0.2307 1.6421
C -0.8278 1.2949 1.1973
C 0.0995 -0.9498 0.7429
C -0.0946 0.5298 -1.2510
N 0.5955 -0.4659 -0.6282
O 0.6371 1.3142 -2.0367
H -0.3171 0.0194 2.6678
H -1.3386 2.2554 1.1947
H 0.9417 -1.5482 1.1856
H -0.7906 -1.5971 0.5558
H -1.1461 0.2582 -1.4881
H 1.6306 -0.2306 -0.5389
H 0.4685 -1.3893 -1.1415
H 0.2223 2.0725 -2.2411
*
```

***

Entry B
Here is a gas-phase ion, C4H8NO (charge +1) from the OMol25 dataset. Energies are from ωB97M-V with the def2-TZVPD basis set.

E_LUMO (eV): -3.71
Gap between HOMO and LUMO (Ha): 0.4047

ORCA input file:
```
! RIJCOSX wB97M-V def2-TZVPD def2/J DEFGRID3
* xyz 1 1
C 1.4995 0.0539 -0.0404
C 0.3019 -1.1008 -0.2721
C 0.3976 1.0470 0.2443
C -1.9187 -0.1145 0.0817
N 2.7099 -0.1088 0.0657
O -0.5296 -0.1020 0.4762
H -0.2348 -1.2942 -1.2661
H 0.6201 -1.9874 0.3116
H 0.4343 1.8258 0.9829
H 0.2169 1.4203 -0.8783
H -2.0669 -0.7441 -0.8175
H -2.4050 -0.5579 0.9102
H -2.3367 0.8688 -0.0525
H 3.3116 0.7938 0.2544
*
```

***

Most stable: entry B

***

Entry A
Here is 2 unconnected molecules or ions with the total composition C4H8NO from the OMol25 dataset. Energies are from ωB97M-V with the def2-TZVPD basis set.

E_LUMO (eV): -5.22
Gap between HOMO and LUMO (Ha): 0.3284

ORCA input file:
```
! RIJCOSX wB97M-V def2-TZVPD def2/J DEFGRID3
* xyz 1 1
C -1.1306 -0.7342 -1.5150
C -0.1616 -1.6571 -0.7771
C 0.3371 1.3982 1.4847
C 0.7935 1.4793 0.0641
N -0.2230 -0.2279 -0.8176
O -0.5136 -2.2174 0.3480
H -1.9456 -0.4781 -2.1878
H 0.6383 -2.0823 -1.4211
H -0.6999 0.9641 1.4098
H 1.0040 0.8579 2.2035
H 0.2254 2.4900 1.8303
H 1.7956 1.3893 -0.4037
H 0.2411 2.0318 -0.6072
H -0.3607 -3.2139 0.3890
*
```

***

Entry B
Here is a gas-phase ion, C4H8NO (charge +1) from the OMol25 dataset. Energies are from ωB97M-V with the def2-TZVPD basis set.

E_LUMO (eV): -3.74
SMILES: C[NH2+][C@@]12C[C@@H]1O2
Gap between HOMO and LUMO (Ha): 0.3829

ORCA input file:
```
! RIJCOSX wB97M-V def2-TZVPD def2/J DEFGRID3
* xyz 1 1
C -0.5490 -1.0003 1.5303
N -0.1104 0.3684 1.0243
C 0.3368 0.1643 -0.3888
C -0.0919 -0.1373 -1.7724
C 0.8319 0.9749 -1.4085
O 1.7444 0.1781 -0.6695
H 0.1477 -1.7923 1.8756
H -1.3207 -0.6892 2.2997
H -1.1403 -1.3333 0.7372
H 0.6669 0.8794 1.5113
H -0.8004 1.0282 1.3108
H -1.1054 0.1978 -2.1813
H 0.3537 -0.9063 -2.2701
H 1.0366 2.0678 -1.5985
*
```

***

Most stable: entry A

***

Entry A
Here is 2 unconnected molecules or ions with the total composition C10H15NO from the OMol25 dataset. Energies are from ωB97M-V with the def2-TZVPD basis set.

E_LUMO (eV): 0.72
SMILES: Cc1ccccc1.CCC(N)=O
Gap between HOMO and LUMO (Ha): 0.3622

ORCA input file:
```
! RIJCOSX wB97M-V def2-TZVPD def2/J DEFGRID3
* xyz 0 1
C -3.2961 0.9239 1.0921
C -1.8235 1.1320 1.1480
C -1.3191 2.0837 0.2546
C 0.0221 2.5433 0.2346
C 0.8720 2.0381 1.1322
C 0.4800 1.1397 2.0798
C -0.9182 0.6738 2.0625
H -3.5813 0.2587 1.9051
H -3.6311 0.4859 0.1045
H -3.6977 1.9468 1.3863
H -2.0954 2.5675 -0.2676
H 0.4765 3.2795 -0.3589
H 1.9314 2.3205 1.1756
H 1.0351 0.7093 3.0129
H -1.2315 -0.0088 2.9472
C 0.8524 -3.0629 -0.6996
C 1.1145 -1.5878 -0.9722
C 2.3608 -1.3214 -1.7084
N 2.0247 -0.7023 -2.9733
O 3.4712 -1.6416 -1.4402
H -0.1345 -3.2333 -1.1497
H 0.8773 -3.3304 0.3870
H 1.3901 -3.8591 -1.3233
H 0.0936 -1.4003 -1.4080
H 1.1520 -1.0133 0.0804
H 2.5034 -0.4940 -3.7156
H 1.0713 -0.4475 -2.9862
*
```

***

Entry B
Here is 2 unconnected molecules or ions with the total composition C10H15NO from the OMol25 dataset. Energies are from ωB97M-V with the def2-TZVPD basis set.

E_LUMO (eV): 0.75
SMILES: CCc1ccccc1.CC(N)=O
Gap between HOMO and LUMO (Ha): 0.3564

ORCA input file:
```
! RIJCOSX wB97M-V def2-TZVPD def2/J DEFGRID3
* xyz 0 1
C -0.5027 -0.6406 -2.0060
C -0.7572 0.1723 -0.7511
C -0.8711 -0.7710 0.4227
C 0.2111 -1.4697 0.9122
C 0.0368 -2.5758 1.7432
C -1.2170 -3.1618 1.8741
C -2.2827 -2.3720 1.4066
C -2.1995 -1.2106 0.6618
H -1.3535 -1.3183 -2.1224
H 0.4257 -1.2199 -2.0013
H -0.4150 0.0192 -2.8693
H -0.0628 1.0195 -0.5666
H -1.6413 0.8302 -0.8096
H 1.2039 -1.1200 0.6366
H 0.9823 -2.9972 2.0715
H -1.3090 -4.2129 2.0886
H -3.2638 -2.5849 1.8358
H -3.0297 -0.7403 0.1641
C 0.9204 2.8951 0.4029
C 2.3035 2.4345 -0.0569
N 2.4819 2.7106 -1.4009
O 3.2448 2.0340 0.5755
H 1.1800 3.8061 0.9605
H 0.5282 2.1468 1.0845
H 0.2305 3.1141 -0.3954
H 3.4131 2.5663 -1.7805
H 1.7429 2.6460 -2.0806
*
```

***

Most stable: entry B

***

Entry A
Here is 2 unconnected molecules or ions with the total composition C3H8NO from the OMol25 dataset. Energies are from ωB97M-V with the def2-TZVPD basis set.

E_LUMO (eV): -5.27
Gap between HOMO and LUMO (Ha): 0.3229

ORCA input file:
```
! RIJCOSX wB97M-V def2-TZVPD def2/J DEFGRID3
* xyz 1 1
C -1.3843 0.7877 -1.8266
N -0.2021 0.8722 -1.3963
H -1.6630 1.6511 -2.3894
H -1.8420 -0.2736 -2.2238
H 0.2111 -0.1549 -1.0172
H 0.3445 1.7024 -1.3320
C 1.1234 -0.2066 2.1819
C 0.1947 -0.5036 1.2403
O 0.6975 -1.0719 0.1053
H 0.8506 0.1402 3.2324
H 2.0164 -0.7772 1.9697
H -0.8794 -0.1935 1.2458
H 0.5328 -1.9723 0.2098
*
```

***

Entry B
Here is 2 unconnected molecules or ions with the total composition C3H8NO from the OMol25 dataset. Energies are from ωB97M-V with the def2-TZVPD basis set.

E_LUMO (eV): -4.85
Gap between HOMO and LUMO (Ha): 0.3601

ORCA input file:
```
! RIJCOSX wB97M-V def2-TZVPD def2/J DEFGRID3
* xyz 1 1
C 1.3372 -0.5599 0.1646
C 2.1044 -1.2801 -0.6923
C -0.3784 1.2070 0.2912
N 0.4892 0.4723 -0.3373
H 1.1507 -0.7941 1.2648
H 2.2540 -1.2880 -1.6892
H 2.9082 -1.9384 -0.3028
H -0.9588 1.8913 -0.3446
H -0.5471 1.1089 1.3823
H 0.4748 0.7127 -1.4247
H -3.2527 0.7965 0.8320
H -2.9775 -0.5766 0.3649
O -2.6040 0.2483 0.4912
*
```

***

Entry C
Here is 2 unconnected molecules or ions with the total composition C3H8NO from the OMol25 dataset. Energies are from ωB97M-V with the def2-TZVPD basis set.

E_LUMO (eV): -4.76
Gap between HOMO and LUMO (Ha): 0.4001

ORCA input file:
```
! RIJCOSX wB97M-V def2-TZVPD def2/J DEFGRID3
* xyz 1 1
C -1.1926 1.0987 0.7033
C -1.0766 -1.3329 -0.1122
C -0.4731 1.2758 -0.5716
N -0.9946 0.0501 0.0515
O 2.3044 0.2715 0.1165
H -1.6249 1.4875 1.6002
H -0.0650 -1.7485 -0.0555
H -1.4579 -1.5586 -1.1127
H -1.7124 -1.7859 0.6499
H -1.0019 1.6594 -1.4361
H 2.7899 0.3077 0.9471
H 0.6052 1.4033 -0.5609
H 2.9686 0.2294 -0.5768
*
```

***

Most stable: entry B

***

Entry A
Here is a molecular structure, C3H8NO from the OMol25 dataset. Energies are from ωB97M-V with the def2-TZVPD basis set.

E_LUMO (eV): -4.00
Gap between HOMO and LUMO (Ha): 0.4040

ORCA input file:
```
! RIJCOSX wB97M-V def2-TZVPD def2/J DEFGRID3
* xyz 1 1
C -2.0246 -0.4161 0.0360
C 1.7345 0.4312 -0.0975
C -0.5704 -0.7307 0.0811
N 0.2258 0.5536 0.0737
O -2.5627 0.6222 -0.1070
H -2.6750 -1.4343 0.0650
H 1.8967 0.1997 -1.0543
H 2.2680 1.4440 0.1057
H 2.0184 -0.3069 0.6567
H -0.1966 -1.2322 0.8836
H -0.0626 -1.4879 -0.9425
H -0.0223 1.0657 0.9334
H -0.0290 1.2916 -0.6340
*
```

***

Entry B
Here is a molecular structure, C3H8NO from the OMol25 dataset. Energies are from ωB97M-V with the def2-TZVPD basis set.

E_LUMO (alpha / beta) (eV): -8.97 / -8.96
Gap between HOMO and LUMO (alpha / beta) (Ha): 0.2836 / 0.2827

ORCA input file:
```
! RIJCOSX wB97M-V def2-TZVPD def2/J DEFGRID3
* xyz 1 1
C 1.6903 0.7796 -0.1619
C -1.6674 -1.0021 -0.1121
C 0.4852 0.1187 0.5767
N -0.7418 -0.0055 -0.0699
O -1.0572 1.3018 -1.1597
H 2.5594 0.7434 0.4481
H 1.8103 0.2357 -1.0436
H 1.4211 1.7540 -0.3871
H -1.2002 -1.9023 -0.4977
H -2.5776 -0.8439 -0.7648
H -1.8992 -1.2632 0.9196
H 0.4088 0.9000 1.3413
H 0.7682 -0.8161 0.9109
*
```

***

Most stable: entry A

***

Entry A
Here is a molecular structure, C3H5MnO4 from the OMol25 dataset. Energies are from ωB97M-V with the def2-TZVPD basis set.

E_LUMO (alpha / beta) (eV): 0.29 / -0.20
Gap between HOMO and LUMO (alpha / beta) (Ha): 0.2799 / 0.3845

ORCA input file:
```
! RIJCOSX wB97M-V def2-TZVPD def2/J DEFGRID3
* xyz 0 7
C 1.7971 -0.6576 2.9354
O 0.7519 -0.1765 2.1204
C 1.0935 -0.0808 0.7675
O 0.0173 0.5166 0.1138
Mn -2.0437 0.2424 0.1540
H 1.4221 -0.6725 3.9642
H 2.0881 -1.6805 2.6448
H 2.6772 0.0035 2.8740
H 1.2298 -1.0805 0.3222
H 1.9946 0.5426 0.6433
O -1.3868 2.2115 0.0572
C -0.1532 2.0171 0.1590
O 0.7928 2.7053 0.4415
*
```

***

Entry B
Here is a molecular structure, C3H5MnO4 from the OMol25 dataset. Energies are from ωB97M-V with the def2-TZVPD basis set.

E_LUMO (alpha / beta) (eV): 0.35 / -4.73
Gap between HOMO and LUMO (alpha / beta) (Ha): 0.3259 / 0.1524

ORCA input file:
```
! RIJCOSX wB97M-V def2-TZVPD def2/J DEFGRID3
* xyz 0 7
C 0.7820 2.2221 1.2875
C 0.8272 1.4103 0.0198
O -0.2242 0.6317 -0.2716
Mn -0.7857 -1.1494 -0.7520
H 1.6892 2.8349 1.3611
H -0.0950 2.8832 1.2951
H 0.7378 1.5563 2.1603
H 1.7549 0.7681 -0.0918
H 0.9817 2.0406 -0.9025
O -0.4730 -2.9740 -0.2107
C -1.4359 -3.3517 -1.0320
O -1.9480 -2.3473 -1.7137
O -1.8109 -4.5247 -1.1495
*
```

***

Most stable: entry A